Entry 1:
Density functional theory data (wB97M-V/def2-TZVPD) for a cluster of 2 separate species, C6H12NO in total.

Results
- Highest occupied orbital energy (alpha / beta): -11.946 / -11.200 eV
- Charge: +1
- Lowest unoccupied orbital energy (alpha / beta): -0.13413 / -0.16065 hartree

Each line ends with the Löwdin charge.
Geometry (Å):
1 C -1.46238 0.87512 0.34767  -0.1505
2 C -1.47079 0.54779 -1.17007  -0.1003
3 C 2.22551 0.99300 -0.51080  -0.0111
4 C 2.18479 0.51221 0.89985  -0.0615
5 C -0.99955 -0.40796 -0.13129  -0.2564
6 C 1.87810 -0.41755 -0.14880  -0.2172
7 N -1.56048 -1.64065 0.55629  0.2097
8 O 2.24785 -1.66998 -0.35984  0.1598
9 H -0.69828 1.66939 0.62590  0.1069
10 H -2.51890 0.95266 0.81285  0.1397
11 H -2.39631 0.54372 -1.65119  0.0752
12 H -0.70902 0.99322 -1.83358  0.0989
13 H 1.30936 1.43631 -0.85031  0.0897
14 H 3.18661 1.12295 -1.04513  0.1398
15 H 2.98513 0.29359 1.44757  0.0848
16 H 1.35762 0.94564 1.48130  0.1227
17 H -1.65724 -1.48535 1.55550  0.1654
18 H -0.92999 -2.42345 0.38492  0.1566
19 H -2.41226 -2.03921 0.23537  0.1453
20 H 2.52945 -1.70708 -1.23612  0.1025

Entry 2:
Density functional theory data (wB97M-V/def2-TZVPD) for the ion C6H12NO with charge +1.

Results
- Highest occupied orbital energy: -14.399 eV
- Structure (SMILES): C=C(/C=[NH+]/C)[C@H](C)O
- Charge: +1
- Lowest unoccupied orbital energy: -0.17867 hartree

Each line ends with the Löwdin charge.
Geometry (Å):
1 C 0.43978 1.47571 -1.23210  0.1098
2 C -0.06512 0.59690 -0.42803  -0.1697
3 C -2.39496 -0.12122 0.40660  0.0052
4 C 2.62271 -1.84573 0.51209  -0.0185
5 C 0.68323 -0.71309 -0.20431  0.0606
6 C -1.45094 1.04487 0.26384  -0.4165
7 N 1.69821 -0.78775 0.58417  0.0383
8 O -1.91095 2.21903 -0.19275  0.0521
9 H 1.38592 1.46816 -1.74393  0.0929
10 H -0.25877 2.28063 -1.38505  0.0862
11 H -3.14452 0.12017 1.13950  0.1034
12 H -1.78597 -0.89429 0.66123  0.0434
13 H 1.95941 -2.60225 0.05500  0.1099
14 H 3.42688 -1.49757 -0.21175  0.1379
15 H 3.16903 -2.16082 1.43143  0.1257
16 H 0.39444 -1.58302 -0.76976  0.1565
17 H -1.13961 1.34625 1.21747  0.1358
18 H 1.81688 -0.02200 1.19822  0.1720
19 H -2.88382 -0.35620 -0.48859  0.0839
20 H -2.56182 2.03222 -0.81328  0.0910

Entry 3:
Density functional theory data (wB97M-V/def2-TZVPD) for the ion C6H12NO with charge +1.

Results
- Highest occupied orbital energy: -14.658 eV
- Structure (SMILES): C[N@H+]1C=CC[C@@]1(C)O
- Charge: +1
- Lowest unoccupied orbital energy: -0.10917 hartree

Each line ends with the Löwdin charge.
Geometry (Å):
1 C 1.88538 1.03519 -0.27670  -0.0199
2 C 1.79106 -0.20581 0.15669  -0.0328
3 C 0.58214 1.68754 -0.52514  -0.0204
4 C -0.52563 0.45842 -0.22298  -0.4518
5 C -1.49830 0.80255 0.88095  0.0126
6 C 0.24525 -1.97339 -0.43923  0.0185
7 N 0.42046 -0.69804 0.28050  -0.0625
8 O -1.08979 0.10338 -1.40497  0.0548
9 H 2.81344 1.54902 -0.44836  0.1295
10 H 2.58036 -0.89101 0.40677  0.1352
11 H 0.39356 2.52379 0.14250  0.1246
12 H 0.45348 2.00504 -1.55725  0.1291
13 H -2.12843 -0.05316 1.12682  0.1017
14 H -2.14669 1.60971 0.54712  0.1116
15 H -0.98379 1.13666 1.77830  0.1047
16 H 0.33561 -1.79479 -1.50970  0.1174
17 H 1.01784 -2.67263 -0.12668  0.1120
18 H -0.73113 -2.40389 -0.22435  0.1136
19 H 0.20779 -0.86092 1.27051  0.1842
20 H -1.98174 -0.25554 -1.30157  0.1377

Entry 4:
Density functional theory data (wB97M-V/def2-TZVPD) for the ion C6H12NO2 with charge +1.

Results
- Highest occupied orbital energy: -13.482 eV
- Charge: +1
- Lowest unoccupied orbital energy: -0.21154 hartree

Each line ends with the Löwdin charge.
Geometry (Å):
1 C -0.09409 0.48693 -1.02444  -0.4304
2 C -1.43232 -0.33247 -0.98997  -0.0295
3 C -1.27921 -1.39155 0.12533  -0.1400
4 C 0.02787 -1.90925 0.06127  -0.0888
5 C 1.84570 1.32043 0.10296  -0.0558
6 C -0.29219 1.58177 1.23803  0.0220
7 N 0.51943 0.84974 0.18871  -0.1767
8 O 0.49985 0.61305 -2.07893  0.1105
9 O 0.40992 -2.59073 -0.89125  0.2769
10 H -2.55073 0.12958 -0.92041  0.2026
11 H -1.33365 -0.73572 -1.89708  0.0660
12 H -1.46944 -1.00466 1.13018  0.1198
13 H -2.11136 -2.23243 0.02365  0.1999
14 H 0.64943 -1.27933 0.70774  0.1661
15 H 2.40053 0.62560 0.71861  0.0941
16 H 2.41872 1.38762 -0.81815  0.1100
17 H 1.84026 2.21102 0.64776  0.0768
18 H -1.13931 0.90702 1.42771  0.0813
19 H 0.23554 1.54813 2.18375  0.1018
20 H -0.53793 2.55217 1.05633  0.0702
21 H 1.39295 -2.73693 -0.99178  0.2231